Entry 1:
{"formula": "C13H27O4PSi", "method": "ωB97M-V/def2-TZVPD", "symbols": ["C", "C", "Si", "C", "O", "C", "C", "O", "C", "C", "O", "C", "C", "O", "C", "C", "P", "C", "C", "H", "H", "H", "H", "H", "H", "H", "H", "H", "H", "H", "H", "H", "H", "H", "H", "H", "H", "H", "H", "H", "H", "H", "H", "H", "H", "H"], "xyz": [[-4.4348, -2.5585, -1.8730], [-3.4891, -1.8842, -1.5443], [-2.2187, -0.7247, -0.8345], [-0.5206, -1.2557, -1.4911], [0.1099, -2.0141, -0.4593], [1.0128, -2.9648, -0.9659], [2.0258, -3.3527, 0.0923], [2.5311, -2.1935, 0.7360], [3.6976, -2.5131, 1.4538], [4.0184, -1.4298, 2.4776], [-2.6875, 0.8324, -1.2684], [-1.7877, 1.6083, -2.0513], [-0.7657, 2.3451, -1.1610], [-0.3333, 3.4909, -1.8645], [-0.1453, 4.6235, -1.0461], [1.2394, 4.6116, -0.3577], [-2.2799, -0.9192, 1.3868], [-3.3965, 0.5165, 1.8383], [-0.6241, -0.3270, 2.0223], [-5.3177, -3.0077, -2.2578], [0.1464, -0.4363, -1.7735], [-0.6908, -1.8987, -2.3633], [0.4545, -3.8617, -1.2615], [1.5586, -2.5887, -1.8378], [1.5994, -4.0126, 0.8579], [2.8405, -3.9086, -0.3861], [3.5784, -3.4645, 1.9887], [4.5638, -2.6416, 0.7921], [3.7976, -0.4446, 2.0672], [3.4613, -1.5666, 3.4023], [5.0797, -1.4507, 2.7243], [-1.3021, 1.0446, -2.8515], [-2.3715, 2.3920, -2.5381], [0.0654, 1.6608, -0.9583], [-1.2771, 2.6317, -0.2401], [-0.2104, 5.4948, -1.6969], [-0.9285, 4.7195, -0.2885], [1.1617, 4.1643, 0.6316], [1.9101, 4.0256, -0.9831], [1.6324, 5.6231, -0.2771], [-3.4275, 0.5868, 2.9215], [-4.3904, 0.3472, 1.4300], [-2.9997, 1.4234, 1.3824], [0.0213, -1.2016, 2.0424], [-0.7674, 0.0829, 3.0182], [-0.1395, 0.3963, 1.3649]], "lowdin_charge": [0.04, -0.18, 0.39, -0.26, -0.23, -0.20, -0.20, -0.14, -0.30, -0.07, -0.24, -0.22, -0.20, -0.15, -0.27, -0.07, 0.77, -0.35, -0.33, 0.02, 0.08, 0.09, 0.13, 0.13, 0.13, 0.13, 0.12, 0.12, 0.08, 0.07, 0.07, 0.12, 0.13, 0.11, 0.12, 0.11, 0.11, 0.07, 0.08, 0.07, 0.02, 0.03, 0.01, 0.01, 0.03, 0.02], "de_lowest_kcal_mol": 0.0, "total_energy_ev": -39273.094, "orbital_gap_ev": 8.8, "total_charge": 0, "smiles": "C#C[Si@@](COCCOCC)(OCCOCC)P(C)C"}



Entry 2:
{"formula": "C23H33IrN2O4SSi2", "method": "ωB97M-V/def2-TZVPD", "symbols": ["Ir", "C", "Si", "C", "C", "C", "C", "C", "C", "C", "Si", "C", "C", "H", "H", "H", "H", "H", "H", "H", "H", "H", "H", "H", "H", "H", "H", "H", "H", "C", "C", "N", "C", "S", "N", "C", "C", "H", "H", "H", "H", "H", "H", "H", "H", "H", "H", "H", "H", "O", "C", "O", "C", "C", "C", "C", "O", "C", "O", "C", "C", "H", "H", "H", "H", "H"], "xyz": [[0.9066, 0.2791, 0.7484], [0.1691, 1.8252, 3.7782], [-0.3663, 1.7802, 1.9790], [-2.2219, 1.3818, 2.0149], [-0.1854, 3.5052, 1.2359], [-1.0572, 4.5731, 1.4498], [-0.8184, 5.8112, 0.8703], [0.3023, 5.9987, 0.0708], [1.1810, 4.9468, -0.1442], [0.9473, 3.6969, 0.4300], [2.0776, 2.2032, 0.2525], [3.5304, 2.3688, 1.4290], [2.7724, 2.1616, -1.4992], [-0.4348, 2.5457, 4.3373], [1.2179, 2.1090, 3.8729], [0.0600, 0.8421, 4.2408], [-2.7266, 2.1545, 2.6024], [-2.4368, 0.4310, 2.5129], [-2.6727, 1.3796, 1.0201], [-1.9380, 4.4442, 2.0707], [-1.5060, 6.6313, 1.0378], [0.4869, 6.9639, -0.3847], [2.0520, 5.1056, -0.7721], [4.0738, 3.2943, 1.2177], [4.2241, 1.5309, 1.3291], [3.1969, 2.3936, 2.4667], [3.3116, 3.0899, -1.7096], [1.9856, 2.0504, -2.2475], [3.4809, 1.3398, -1.6228], [-3.0946, -3.2448, -3.1240], [-3.1505, -1.8115, -2.6237], [-1.8292, -1.2616, -2.3247], [-1.4339, -0.7301, -1.1554], [-0.3300, 0.5774, -1.1898], [-1.8951, -1.2037, 0.0035], [-2.3569, -2.5594, 0.2990], [-2.1782, -2.8268, 1.7844], [-4.0942, -3.6006, -3.3742], [-2.6651, -3.9067, -2.3722], [-2.4847, -3.3058, -4.0267], [-3.7677, -1.7239, -1.7332], [-3.6104, -1.1692, -3.3779], [-1.3020, -0.9090, -3.1101], [-1.6366, -0.6325, 0.7987], [-1.7754, -3.2635, -0.3000], [-3.4091, -2.6827, 0.0362], [-1.1429, -2.6729, 2.0928], [-2.4554, -3.8539, 2.0175], [-2.8122, -2.1642, 2.3754], [2.4539, -2.5265, 2.8986], [2.2042, -1.6461, 2.1057], [2.0088, -0.3826, 2.3640], [2.0031, -1.9630, 0.6241], [2.7065, -1.2609, -0.3610], [2.5404, -1.5469, -1.7274], [1.6443, -2.5270, -2.0424], [1.2395, -2.9579, -3.2806], [0.5821, -4.1932, -3.0271], [0.1328, -4.1580, -1.6742], [0.9650, -3.2518, -1.0651], [1.1303, -3.0130, 0.2680], [3.4579, -0.5406, -0.0645], [3.0797, -1.0039, -2.4906], [1.2901, -5.0199, -3.1522], [-0.2723, -4.2966, -3.6904], [0.6455, -3.6045, 1.0323]], "lowdin_charge": [0.64, -0.20, 0.41, -0.21, -0.30, -0.09, -0.09, -0.09, -0.09, -0.30, 0.39, -0.19, -0.21, 0.03, 0.02, 0.03, 0.03, 0.01, 0.02, 0.10, 0.10, 0.10, 0.10, 0.03, 0.03, 0.02, 0.03, 0.01, 0.01, -0.08, -0.22, 0.02, -0.74, 0.71, 0.02, -0.22, -0.06, 0.08, 0.06, 0.07, 0.10, 0.12, 0.12, 0.05, 0.10, 0.11, 0.07, 0.09, 0.08, 0.08, -0.62, -0.18, -0.21, -0.09, 0.02, -0.22, 0.03, -0.13, 0.01, -0.21, 0.06, 0.11, 0.13, 0.14, 0.12, 0.13], "de_lowest_kcal_mol": 0.0, "total_energy_ev": -64989.756, "orbital_gap_ev": 8.0, "total_charge": 0}



Entry 3:
{"formula": "C4H8N3O", "method": "ωB97M-V/def2-TZVPD", "symbols": ["C", "O", "C", "N", "C", "N", "N", "C", "H", "H", "H", "H", "H", "H", "H", "H"], "xyz": [[-1.8797, -0.5765, 0.0594], [-0.7912, 0.2776, 0.4323], [0.4443, -0.1194, 0.3848], [0.9633, -1.3759, 0.3372], [2.3199, -1.1843, 0.2046], [2.6098, 0.0723, 0.1643], [1.4393, 0.7025, 0.2773], [0.9412, 1.9883, 0.1054], [-2.0766, -1.3421, 0.8106], [-1.6953, -1.0285, -0.9179], [-2.7339, 0.0962, -0.0067], [0.4835, -2.2632, 0.3574], [3.0254, -1.9897, 0.1330], [0.2876, 2.0527, -0.7616], [1.7641, 2.7007, -0.0276], [0.3896, 2.3052, 0.9931]], "lowdin_charge": [0.02, 0.01, -0.34, 0.23, -0.07, 0.18, -0.08, 0.02, 0.11, 0.11, 0.11, 0.18, 0.15, 0.12, 0.13, 0.12], "de_lowest_kcal_mol": 59.3, "total_energy_ev": -10787.731, "orbital_gap_ev": 11.7, "total_charge": 1, "smiles": "COc1[nH+]cnn1C"}



Entry 4:
{"formula": "C4H12", "method": "ωB97M-V/def2-TZVPD", "symbols": ["C", "C", "H", "H", "H", "H", "H", "H", "C", "C", "H", "H", "H", "H", "H", "H"], "xyz": [[1.6587, 0.4789, 0.0349], [2.8137, 0.3349, 1.0471], [0.7106, 0.3814, 0.5610], [1.7007, 1.4316, -0.4798], [1.6861, -0.3366, -0.6963], [2.5358, 0.8606, 1.9627], [3.7052, 0.8778, 0.6902], [3.1581, -0.6799, 1.2518], [-2.1741, 0.2720, -0.8386], [-2.3775, -1.1230, -0.2446], [-2.3998, 0.3710, -1.8937], [-2.7257, 1.0142, -0.2607], [-1.1298, 0.5940, -0.7880], [-1.5084, -1.7637, -0.4252], [-3.1767, -1.6770, -0.7494], [-2.4771, -1.0362, 0.8286]], "lowdin_charge": [-0.17, -0.17, 0.04, 0.06, 0.06, 0.06, 0.06, 0.06, -0.17, -0.17, 0.06, 0.06, 0.03, 0.06, 0.06, 0.06], "de_lowest_kcal_mol": 5.5, "total_energy_ev": -4342.291, "orbital_gap_ev": 12.7, "total_charge": 0, "smiles": "CC.CC"}